(1)
Below is 2 unconnected molecules or ions with the total composition C3H3NOS at a distorted geometry, with properties calculated with ωB97M-V/def2-TZVPD.

Cartesian coordinates (Å):
C1 0.3245 -0.2718 -0.8770
C2 -2.5668 2.8767 0.8142
C3 0.3894 0.7977 0.0953
N1 0.0010 0.9545 -1.2438
O1 -1.5661 3.1662 1.3092
S1 -3.7487 2.2596 0.1196
H1 -0.4237 0.6520 0.8652
H2 1.3387 1.1253 0.5786
H3 -0.2119 1.8259 -1.7208

Its total charge is 0. The LUMO energy is 0.0178 Ha. The spin multiplicity is 1. The gap between HOMO and LUMO is 9.72 eV. For the total energy, the calculation gives -644.16074 Eh. The value obtained for the highest occupied orbital energy is -9.2 eV.

---

(2)
Below is a molecular structure, C10H12ClLuNP at a distorted geometry, with properties calculated with ωB97M-V/def2-TZVPD.

Cartesian coordinates (Å):
C1 -0.2084 -1.4087 -2.7062
C2 -0.7960 -0.4876 -3.5110
C3 -0.7409 0.9200 -3.3476
C4 0.1863 1.6481 -2.5216
C5 0.9539 1.0866 -1.5588
Lu1 -0.8336 -0.0353 -1.0458
P1 -0.0772 -2.6843 -0.2897
H1 -0.1788 -2.4687 -3.0060
H2 -1.4426 -0.8218 -4.3231
H3 -1.2986 1.5373 -4.0536
H4 1.7326 1.6124 -1.0198
H5 0.1619 2.7487 -2.6746
H6 1.2535 -2.9643 0.1969
H7 -0.0813 -3.7256 -1.2204
H8 -0.8762 -3.4091 0.6640
Cl1 0.3391 3.6739 3.0798
C6 0.2457 1.9925 2.8143
C7 0.5043 1.1019 3.8572
C8 0.4300 -0.2606 3.5646
C9 0.0684 -0.6839 2.2882
N1 -0.2316 0.1907 1.3079
C10 -0.1212 1.5184 1.5511
H9 0.7199 1.4897 4.8510
H10 0.6590 -1.0036 4.3288
H11 -0.0227 -1.7483 2.0566
H12 -0.3455 2.1818 0.7178

Its total charge is 0. The LUMO energy is -0.0192 Ha. The spin multiplicity is 1. The gap between HOMO and LUMO is 5.43 eV. For the total energy, the calculation gives -2479.88601 Eh. The value obtained for the highest occupied orbital energy is -6.0 eV.

---

(3)
Below is a molecular structure, C14H24AsBrI2N2O2PtS, with properties calculated with ωB97M-V/def2-TZVPD.

Cartesian coordinates (Å):
Pt1 0.1203 -1.0600 -0.2359
N1 4.4133 -2.6803 -1.9063
C1 4.0444 -1.2233 -2.0332
C2 2.5466 -1.0730 -1.8289
N2 2.1060 -1.6201 -0.5241
C3 2.5100 -3.0312 -0.3658
C4 4.0076 -3.2188 -0.5611
H1 5.4139 -2.8174 -2.0613
H2 3.9277 -3.2075 -2.6366
H3 4.3396 -0.8734 -3.0202
H4 4.6127 -0.6787 -1.2797
H5 2.0076 -1.6036 -2.6162
H6 2.2615 -0.0246 -1.8926
H7 2.4973 -1.0549 0.2305
H8 1.9416 -3.6246 -1.0858
H9 2.2403 -3.3753 0.6309
H10 4.2841 -4.2696 -0.5048
H11 4.5760 -2.6649 0.1858
I1 -0.8166 -2.5807 -2.5438
I2 -3.0432 -2.9965 -1.1493
C5 -0.5953 1.6326 2.6025
As1 -1.1821 -0.1696 2.8822
C6 -3.0332 -0.3564 2.4528
C7 -1.0724 -0.4863 4.7657
S1 0.2000 -1.5850 2.0155
H12 -1.4432 2.3125 2.6696
H13 -0.1322 1.7138 1.6227
H14 0.1338 1.8665 3.3751
H15 -3.5592 0.3883 3.0509
H16 -3.3576 -1.3545 2.7386
H17 -3.1983 -0.1779 1.3952
H18 -1.6529 0.2766 5.2836
H19 -0.0342 -0.4436 5.0863
H20 -1.4812 -1.4696 4.9892
Br1 -4.5517 5.9074 -2.1585
C8 -3.4654 4.4262 -1.7846
C9 -2.1132 4.6199 -1.5303
C10 -1.3107 3.5243 -1.2672
C11 -1.8669 2.2484 -1.2315
C12 -3.2279 2.0672 -1.4642
C13 -4.0284 3.1562 -1.7602
C14 -1.0073 1.0944 -0.9445
O1 -1.5008 0.1149 -0.2274
O2 0.1768 0.9961 -1.3417
H21 -1.6984 5.6180 -1.5408
H22 -0.2518 3.6567 -1.0850
H23 -3.6554 1.0729 -1.4294
H24 -5.0817 3.0284 -1.9666

Its total charge is +2. The LUMO energy is -0.2545 Ha. The spin multiplicity is 1. The gap between HOMO and LUMO is 6.20 eV. For the total energy, the calculation gives -6730.03992 Eh. The value obtained for the highest occupied orbital energy is -13.1 eV.